Formula: C5H7P
Source: OMol25
Level of theory: ωB97M-V/def2-TZVPD

Summary:
- calculated total energy (eV) = -14581.3535
- charge = 0
- orbital gap (spin up / spin down) (eV) = 7.3 / 7.5
- LUMO (spin up / spin down) (Eh) = -0.0132 / -0.0393
- relative energy (zero: lowest compared OMol25 entry of this formula, charge and spin) (kcal per mole) = 100.2

Each atom is followed by the atoms it is bonded to, with distances in Å.
CARTESIAN COORDINATES (ANGSTROEM)
1 C -0.77275 1.15787 -1.06459  C2 1.471, C3 1.368, H7 1.161
2 C 0.32993 1.29480 -0.10085  C1 1.471, C4 1.387, H8 1.116
3 C -1.46429 0.05838 -0.63395  C1 1.368, C5 1.516
4 C 1.32693 0.37659 0.19117  C2 1.387, P6 1.742, H9 1.054
5 C -1.21007 -1.18404 0.19704  C3 1.516, H11 1.079, H12 1.067, H13 1.131
6 P 2.10026 -0.93686 -0.65287  C4 1.742, H10 1.341
7 H -1.31206 2.14486 -1.35408  C1 1.161
8 H 0.20809 2.09429 0.66882  C2 1.116
9 H 1.68084 0.71767 1.12390  C4 1.054
10 H 2.68713 -1.37297 0.47080  P6 1.341
11 H -0.14785 -1.23704 0.38002  C5 1.079
12 H -1.51128 -2.08233 -0.29407  C5 1.067
13 H -1.91486 -1.03122 1.06866  C5 1.131

These are the Löwdin partial charges, in e, on atoms 1 to 8: -0.157 -0.223 0.021 -0.559 -0.117 0.814 0.121 0.113